1.
{
  "formula": "C15H22Cl30N2O8PS2",
  "method": "ωB97M-V with the def2-TZVPD basis set",
  "total_energy_ha": -16239.498002,
  "total_charge": -1,
  "elements": ["O", "H", "C", "Cl", "Cl", "C", "Cl", "O", "H", "Cl", "Cl", "Cl", "C", "Cl", "O", "H", "Cl", "C", "Cl", "P", "Cl", "H", "O", "Cl", "C", "Cl", "Cl", "O", "H", "N", "Cl", "O", "C", "H", "Cl", "H", "C", "H", "Cl", "H", "C", "H", "H", "O", "H", "H", "H", "Cl", "S", "Cl", "C", "Cl", "H", "H", "O", "C", "Cl", "Cl", "C", "C", "Cl", "N", "Cl", "Cl", "S", "C", "Cl", "Cl", "H", "C", "Cl", "C", "H", "Cl", "H", "Cl", "H", "Cl", "H", "H"],
  "xyz": [[-0.40, -2.31, 0.50], [7.75, -0.38, -1.79], [-2.61, 3.90, -4.95], [-9.13, 0.91, 5.91], [8.03, 2.26, 4.69], [3.37, 0.67, 0.95], [5.29, 1.70, 3.89], [-1.16, -0.22, -0.85], [-2.90, 4.37, 0.17], [-1.13, 3.02, -5.36], [7.44, 1.45, 1.95], [2.33, -6.50, -1.81], [6.85, 2.34, 3.36], [6.93, -0.97, -6.80], [0.55, 2.30, 1.49], [-7.33, 0.61, 0.66], [8.38, 1.82, -1.19], [-2.90, 3.42, -0.37], [-6.89, -1.58, 1.40], [-3.32, -1.69, 0.66], [-13.29, 1.19, -2.32], [3.70, -5.38, -3.37], [-3.37, -3.33, 0.05], [3.55, -3.87, -1.57], [1.88, -0.06, 0.83], [-2.48, 5.60, -5.45], [5.05, 3.57, 1.24], [4.65, -1.25, -0.30], [3.53, 1.42, 0.06], [-3.76, -1.76, 2.22], [-3.07, 2.11, 0.82], [-4.42, -0.67, -0.28], [-13.14, -0.32, -1.41], [5.66, 0.16, 0.95], [6.89, -2.19, -4.16], [-2.74, 3.87, -3.87], [-10.88, 0.76, 6.13], [6.72, 3.38, 3.08], [-4.02, 3.14, -5.71], [4.37, -3.98, 0.83], [-7.93, -0.18, 1.12], [2.00, -1.17, 1.25], [6.29, -3.16, -6.22], [6.80, -2.32, -0.88], [-13.93, -1.00, -1.74], [2.69, 3.66, 1.24], [4.56, -1.03, 1.91], [8.65, -3.25, -6.22], [0.58, 0.80, 1.88], [9.14, 0.31, -3.56], [3.48, 4.34, 1.56], [-8.57, 0.44, 2.65], [3.41, 1.22, 2.01], [5.62, -3.07, 1.99], [1.12, 0.75, 3.36], [7.89, 0.56, -2.34], [-11.24, -0.18, 7.58], [6.35, 0.98, -3.10], [4.62, -0.41, 0.91], [3.70, -5.48, -2.29], [-11.58, -1.09, -1.74], [-0.98, 0.02, 1.91], [-11.62, 0.02, 4.70], [5.23, -6.23, -1.80], [-1.25, -0.99, 0.51], [5.47, -3.55, 0.92], [3.33, 5.85, 0.66], [-9.26, -0.60, 0.02], [-11.30, 1.76, 6.26], [5.67, -2.33, -0.16], [-4.26, 3.41, -1.50], [7.08, -2.48, -5.90], [6.23, -4.42, 0.70], [-1.36, 3.27, -1.23], [-4.32, -3.66, 0.12], [3.29, 4.63, 3.30], [1.54, -0.19, -0.30], [-13.34, -0.03, 0.32], [-4.80, -1.29, -1.00], [-2.99, -1.42, 2.84]],
  "lowdin_charge": [-0.455, -0.022, -1.550, 0.508, 0.521, -0.191, 0.549, -0.487, 0.019, 0.513, 0.518, 0.525, -1.549, 0.512, -0.452, 0.022, 0.502, -1.492, 0.545, 0.625, 0.515, 0.018, -0.250, 0.630, -0.247, 0.504, 0.557, -0.146, 0.109, -0.237, 0.577, -0.322, -1.524, 0.060, 0.529, -0.055, -1.534, -0.029, 0.502, 0.062, -1.503, 0.123, 0.016, -0.066, 0.017, -0.006, 0.133, 0.508, 0.662, 0.500, -1.489, 0.493, 0.071, 0.100, -0.444, -1.542, 0.510, 0.510, -0.199, -1.498, 0.482, -0.398, 0.504, 0.524, 0.560, -0.061, 0.524, 0.469, 0.017, -0.344, 0.517, -1.521, 0.090, 0.554, 0.074, 0.534, 0.119, 0.515, 0.083, -0.020]
}

2.
{
  "formula": "C30H67B2Cl8N4O8P2",
  "method": "ωB97M-V with the def2-TZVPD basis set",
  "total_energy_ha": -6417.635462,
  "total_charge": 1,
  "elements": ["H", "H", "H", "B", "N", "H", "H", "C", "H", "C", "H", "Cl", "H", "N", "H", "C", "H", "C", "H", "H", "H", "C", "H", "C", "P", "C", "O", "H", "H", "C", "C", "C", "H", "H", "H", "H", "H", "C", "N", "H", "H", "Cl", "Cl", "H", "C", "C", "H", "H", "H", "H", "H", "C", "H", "O", "H", "H", "H", "C", "C", "N", "O", "O", "H", "H", "Cl", "C", "Cl", "Cl", "O", "H", "H", "O", "H", "C", "H", "H", "H", "O", "C", "H", "C", "H", "H", "H", "H", "O", "C", "C", "H", "H", "H", "H", "H", "H", "C", "H", "C", "H", "C", "C", "H", "C", "H", "Cl", "H", "C", "H", "H", "H", "P", "H", "C", "H", "H", "H", "H", "C", "H", "H", "B", "Cl"],
  "xyz": [[-7.56, -2.99, 4.65], [-6.23, 3.87, -6.11], [7.36, 1.60, -1.32], [-2.60, 4.06, -0.65], [0.21, -2.12, -2.32], [-2.87, -0.07, 5.37], [-0.12, 2.86, -2.57], [6.36, -3.94, 2.00], [-5.07, 4.63, -5.00], [7.13, 0.65, -0.64], [6.25, -3.79, 3.18], [-8.40, -1.93, 6.59], [-6.54, 4.54, -0.20], [-1.42, 2.06, -1.03], [9.88, -2.09, 1.11], [0.89, 3.37, -0.61], [2.98, 4.18, -1.20], [0.05, 0.90, 1.57], [-5.60, 2.20, -4.43], [-7.12, 4.91, 2.81], [9.99, -5.41, -3.14], [-6.25, 3.02, -4.13], [-4.40, -2.13, -2.31], [-2.10, 0.34, 4.59], [0.68, -1.96, -0.79], [-4.50, -0.12, -1.89], [-4.03, -4.21, 0.52], [-1.67, 1.37, 4.99], [5.04, -0.28, -0.72], [-2.16, -1.83, 0.20], [-3.31, 0.05, -3.01], [8.02, 0.68, 0.76], [-5.47, 0.34, -2.42], [5.64, -3.17, 1.50], [3.46, 2.81, 1.12], [-4.57, -3.54, 0.02], [4.67, 2.05, -1.72], [-0.67, -1.21, 0.38], [-3.12, 0.62, 0.29], [0.65, 3.40, 0.54], [-3.57, -0.65, -3.91], [-7.26, 5.49, -4.77], [-4.89, 5.19, 2.10], [-4.62, 1.87, -0.85], [8.01, -0.81, 1.46], [-1.79, 1.01, -0.17], [-5.28, 0.47, 0.15], [6.92, -2.95, -0.25], [-2.71, 4.55, 1.31], [-2.18, -2.35, 3.40], [-0.31, -1.55, 1.47], [3.32, 2.25, 0.10], [-4.25, -1.28, 0.84], [-1.98, 4.25, 0.69], [-1.79, -5.87, -0.34], [9.43, -5.12, -4.80], [-6.44, 3.44, 2.10], [4.86, 2.10, -0.54], [-1.32, -4.80, -0.37], [-0.53, 0.27, 0.33], [-3.52, 5.11, -1.21], [-3.08, -1.87, 3.50], [6.91, -1.23, 1.49], [-4.25, 4.59, -1.69], [-7.55, 6.57, 0.46], [-7.18, 4.84, 0.64], [-5.81, 3.43, -2.45], [7.54, -6.24, -1.82], [-2.69, 0.61, 3.25], [9.10, 1.07, 0.55], [-3.30, 1.17, -3.39], [-4.90, -1.55, -1.66], [-6.40, -3.00, 5.98], [-7.11, -2.38, 5.44], [-5.55, -1.47, 4.26], [1.12, -3.20, -0.18], [-0.25, -4.87, 0.11], [7.78, -3.80, 1.63], [-6.08, 4.20, -5.07], [-1.15, -0.36, 4.45], [7.95, -3.21, 0.29], [5.49, 0.45, 1.00], [-0.15, 0.33, 2.57], [1.19, 1.14, 1.52], [-6.06, -0.49, 5.65], [-2.35, 2.89, -1.51], [7.95, -6.04, -3.54], [9.13, -5.11, -3.74], [8.55, -3.92, -0.43], [-2.23, -0.21, -2.64], [-0.50, 1.96, 1.69], [-0.78, -1.81, -2.39], [9.17, -1.38, -0.53], [0.62, 1.34, -1.76], [0.00, 2.33, -1.50], [-7.28, 2.65, -4.13], [-6.53, 4.52, 1.97], [2.94, 1.13, 0.23], [2.47, 3.12, -0.99], [8.88, -1.85, 0.51], [8.19, -7.04, -3.92], [5.54, 0.64, -0.15], [0.63, 4.46, -1.01], [-7.47, -0.22, 3.78], [-8.13, 4.30, 0.55], [-3.19, -0.75, 0.95], [1.78, -0.99, -0.78], [-1.23, -4.35, -1.45], [7.06, -5.68, -4.06], [-2.38, -3.64, 0.78], [2.47, 2.49, -2.00], [-4.33, 0.76, -0.52], [7.40, -0.30, -1.32], [6.05, -5.06, 1.79], [8.46, -0.72, 2.56], [-2.41, -1.81, -0.95], [-6.41, -1.16, 4.86], [7.48, 1.47, 1.46], [5.54, 3.02, -0.32], [-2.97, -0.71, 2.60], [8.73, -3.42, -3.34]],
  "lowdin_charge": [0.072, 0.080, 0.114, -0.512, -0.315, 0.116, 0.170, -0.135, 0.076, -0.204, 0.106, 0.547, -0.002, -0.060, 0.126, -0.170, 0.139, -0.049, 0.069, 0.078, 0.074, -0.592, 0.113, -0.091, 0.765, -0.309, -0.335, 0.122, 0.110, -0.377, -0.049, -0.226, 0.146, 0.082, 0.122, 0.045, 0.116, -0.414, 0.031, 0.106, 0.110, 0.570, 0.627, 0.087, -0.200, -0.018, 0.170, 0.129, 0.039, 0.112, 0.137, -0.215, 0.162, 0.062, 0.068, 0.074, 0.069, -0.215, -0.292, -0.111, 0.035, 0.005, 0.087, -0.018, 0.566, -0.669, 0.708, 0.554, -0.083, 0.113, 0.094, -0.115, 0.075, -0.661, 0.048, 0.000, 0.031, -0.252, -0.647, 0.106, -0.245, 0.100, 0.093, 0.090, 0.073, 0.062, -0.657, -0.653, 0.066, 0.062, 0.124, -0.073, 0.102, 0.142, -0.094, 0.083, -0.622, 0.092, -0.206, -0.162, 0.074, -0.224, 0.134, 0.525, 0.080, -0.132, 0.005, 0.044, 0.069, 0.945, 0.115, -0.129, 0.103, 0.103, 0.128, 0.089, -0.666, 0.113, 0.122, -0.451, 0.546]
}

3.
{
  "formula": "C3H4N2S2",
  "method": "ωB97M-V with the def2-TZVPD basis set",
  "smiles": "N#CCS/C=N\\S",
  "de_lowest_kcal_mol": 41.2,
  "elements": ["S", "H", "C", "N", "H", "H", "S", "C", "N", "H", "C"],
  "xyz": [[0.24, 0.72, -0.36], [2.73, 1.01, -0.98], [1.03, -0.70, 0.33], [2.26, -0.95, 0.21], [-1.80, 1.67, 0.17], [-1.45, 0.40, 1.38], [3.44, -0.08, -0.56], [-1.45, 0.64, 0.31], [-3.03, -1.03, -0.91], [0.34, -1.39, 0.83], [-2.30, -0.29, -0.42]],
  "nbo_charge": [0.236, 0.079, -0.072, -0.581, 0.276, 0.266, 0.262, -0.637, -0.286, 0.202, 0.254]
}

4.
{
  "formula": "C25H26N7O2ScSi",
  "method": "ωB97M-V with the def2-TZVPD basis set",
  "total_energy_ha": -2551.894101,
  "total_charge": 2,
  "elements": ["H", "C", "O", "H", "H", "C", "H", "C", "H", "C", "H", "N", "N", "C", "H", "C", "O", "C", "H", "Si", "C", "C", "H", "C", "H", "C", "N", "H", "C", "H", "C", "Sc", "H", "H", "H", "C", "N", "C", "C", "H", "C", "H", "H", "H", "N", "C", "C", "N", "H", "C", "C", "H", "C", "C", "H", "C", "C", "H", "H", "N", "H", "H"],
  "xyz": [[-1.09, -3.18, 1.27], [3.24, -0.24, 0.80], [0.59, -2.54, -0.21], [5.14, -2.72, 0.32], [-0.50, 4.98, -0.71], [1.84, 2.11, -1.26], [5.36, -1.77, -1.21], [-6.38, 3.41, -0.49], [-2.54, 4.38, -0.58], [-3.24, -3.34, 1.17], [3.13, -4.53, -1.46], [0.61, 1.82, -0.85], [1.39, 4.44, -1.29], [-0.25, 2.83, -0.69], [3.22, 3.66, -1.84], [5.59, -1.84, -0.13], [0.39, -1.10, -1.85], [-3.13, -0.76, 0.50], [6.80, -0.29, 2.52], [5.09, -0.27, 0.77], [-3.98, 2.89, -0.04], [-4.33, -1.45, 0.56], [2.53, 1.29, -1.37], [2.22, 3.43, -1.49], [-3.28, -4.38, 1.47], [-5.13, 3.81, -0.01], [-7.30, 5.56, 0.04], [-6.04, 6.93, 0.90], [-3.04, 0.69, 0.20], [6.67, -1.98, -0.08], [1.94, -2.92, -2.13], [0.00, -0.26, 0.06], [1.47, -3.66, -2.78], [-8.40, 4.05, -0.82], [5.27, 1.22, -1.21], [-5.00, 5.10, 0.49], [2.78, -3.64, -1.12], [-2.02, -2.67, 1.07], [-1.64, 2.45, -0.32], [-6.54, 2.43, -0.92], [-6.11, 5.93, 0.50], [2.20, -3.78, -0.27], [2.56, -2.26, -2.72], [-5.12, 1.14, 0.49], [-1.97, -1.39, 0.72], [0.88, -2.15, -1.36], [0.16, 4.14, -0.88], [-1.80, 1.14, -0.05], [3.59, -3.06, -0.83], [5.67, 1.21, -0.19], [-2.69, 3.34, -0.33], [5.36, -1.17, 3.05], [5.71, -0.28, 2.51], [-7.42, 4.33, -0.45], [5.38, 2.14, 0.31], [2.01, -0.22, 0.82], [-4.14, 1.53, 0.23], [-5.27, -0.97, 0.33], [6.76, 1.21, -0.28], [-4.39, -2.74, 0.89], [5.37, 0.60, 3.05], [-4.06, 5.46, 0.89]],
  "lowdin_charge": [0.113, -0.200, -0.060, 0.024, 0.127, -0.068, 0.034, -0.004, 0.127, -0.059, 0.183, 0.048, 0.134, -0.165, 0.127, -0.188, -0.032, -0.166, 0.047, 0.422, -0.096, -0.026, 0.100, -0.057, 0.129, -0.179, 0.093, 0.119, -0.169, 0.051, 0.001, 1.175, 0.156, 0.119, 0.028, -0.004, 0.220, -0.061, -0.160, 0.117, -0.107, 0.167, 0.151, 0.127, 0.050, -0.628, -0.027, 0.068, 0.111, -0.178, 0.082, 0.042, -0.171, -0.107, 0.041, -0.173, 0.081, 0.129, 0.046, 0.136, 0.045, 0.118]
}